1.
Below is a 2-piece molecular cluster, CH5IOSi overall in a non-equilibrium geometry, with properties calculated with ωB97M-V/def2-TZVPD.

Properties
gap between HOMO and LUMO = 9.3 eV

Cartesian coordinates (Å):
I -4.049 0.100 0.026
Si -0.084 -1.155 -0.321
O -1.330 -1.808 0.248
C 0.321 0.670 0.190
H 1.091 1.269 -0.337
H 0.882 -1.867 -1.346
H -3.271 -1.162 0.515
H 0.364 0.630 1.304
H -0.592 1.366 0.167

Löwdin atomic charge list, values in e, 8 entries:
1 I 0.429
2 Si 0.605
3 O -0.477
4 C -0.236
5 H 0.022
6 H -0.026
7 H -0.382
8 H 0.027


2.
Below is a 2-piece molecular cluster, CH5ISSi overall in a non-equilibrium geometry, with properties calculated with ωB97M-V/def2-TZVPD.

Properties
gap between HOMO and LUMO (spin up / spin down) = 7.3 / 6.2 eV
2S+1 = 3
<S²> = 2.011

Cartesian coordinates (Å):
I -4.113 0.446 -0.030
S -2.985 -1.526 0.082
Si 0.032 0.667 0.129
C -0.153 -1.274 0.105
H 0.037 -1.857 0.891
H 1.274 0.811 0.958
H 0.076 -1.641 -0.833
H -1.117 1.566 0.758
H 0.384 0.874 -1.315

Löwdin atomic charge list, values in e, 8 entries:
1 I 0.351
2 S -0.149
3 Si 0.527
4 C -0.320
5 H -0.081
6 H -0.096
7 H -0.058
8 H -0.094


3.
Below is an isolated ion of composition CH5N2O2 and charge +1 in a non-equilibrium geometry, with properties calculated with ωB97M-V/def2-TZVPD.

Properties
net charge = +1
gap between HOMO and LUMO = 10.1 eV

Cartesian coordinates (Å):
O 2.201 0.378 0.168
O 0.647 -1.368 -0.703
N 1.038 0.625 0.278
N 0.196 -0.249 -0.153
C -1.335 0.020 0.065
H 0.653 1.477 0.748
H -1.201 0.043 1.182
H 1.542 -1.232 -1.059
H -2.148 -0.750 -0.262
H -1.592 1.056 -0.264

Löwdin atomic charge list, values in e, 8 entries:
1 O 0.133
2 O 0.165
3 N -0.031
4 N -0.145
5 C 0.104
6 H 0.244
7 H 0.109
8 H 0.155


4.
Below is one molecule with the formula CH5N2P in a non-equilibrium geometry, with properties calculated with ωB97M-V/def2-TZVPD.

Properties
gap between HOMO and LUMO = 9.0 eV

Cartesian coordinates (Å):
P -0.550 -0.950 1.430
N -1.761 -0.014 2.225
N -0.095 0.164 0.295
C 0.563 -0.155 -0.902
H 0.988 -1.056 -1.071
H -0.246 1.150 0.376
H -0.115 -0.170 -1.763
H -1.838 -0.530 3.070
H 1.333 0.501 -1.195

Löwdin atomic charge list, values in e, 8 entries:
1 P 0.809
2 N -0.318
3 N -0.375
4 C -0.233
5 H 0.030
6 H 0.081
7 H 0.086
8 H -0.147


5.
Below is an isolated ion of composition CH5N2Si and charge +1 in a non-equilibrium geometry, with properties calculated with ωB97M-V/def2-TZVPD.

Properties
net charge = +1
gap between HOMO and LUMO = 11.4 eV

Cartesian coordinates (Å):
Si 0.723 0.362 0.117
N 1.235 -1.511 -2.079
N 0.878 -0.900 -1.242
C -1.143 0.293 0.608
H 1.447 -0.171 1.228
H -1.421 -0.857 0.711
H -1.831 0.701 -0.040
H -1.257 0.842 1.466
H 1.368 1.242 -0.768

Löwdin atomic charge list, values in e, 8 entries:
1 Si 0.793
2 N 0.341
3 N -0.002
4 C -0.184
5 H -0.018
6 H 0.107
7 H 0.000
8 H -0.004


6.
Below is one molecule with the formula CH5N3 in a non-equilibrium geometry, with properties calculated with ωB97M-V/def2-TZVPD.

Properties
gap between HOMO and LUMO = 9.3 eV

Cartesian coordinates (Å):
N -0.567 0.590 0.020
N -1.392 -0.586 -0.085
N 1.659 -0.513 -0.044
C 0.827 0.535 -0.005
H -1.461 -0.695 1.068
H -1.394 1.422 0.174
H 1.079 -1.459 0.206
H 1.100 1.477 -0.019
H -2.183 -0.386 -0.635

Löwdin atomic charge list, values in e, 8 entries:
1 N -0.179
2 N -0.045
3 N 0.021
4 C -0.329
5 H 0.164
6 H 0.219
7 H 0.075
8 H 0.039


7.
Below is one molecule with the formula CH5N3O in a non-equilibrium geometry, with properties calculated with ωB97M-V/def2-TZVPD.

Properties
gap between HOMO and LUMO = 9.8 eV

Cartesian coordinates (Å):
O 0.209 1.817 0.115
N 1.260 -0.065 -0.486
N -0.795 -1.636 0.162
N -0.788 -0.266 0.323
C 0.164 0.546 -0.085
H 2.001 0.692 -1.171
H -1.436 -1.937 -0.561
H 1.707 -1.096 -0.589
H -1.820 0.145 0.619
H -0.844 -1.857 1.304

Löwdin atomic charge list, values in e, 8 entries:
1 O -0.066
2 N 0.061
3 N -0.028
4 N -0.117
5 C -0.726
6 H 0.235
7 H 0.077
8 H 0.155


8.
Below is one molecule with the formula CH5N3O in a non-equilibrium geometry, with properties calculated with ωB97M-V/def2-TZVPD.

Properties
gap between HOMO and LUMO = 10.2 eV

Cartesian coordinates (Å):
O 1.961 -0.929 -0.017
N -0.483 -0.421 -0.295
N 1.716 0.469 -0.257
N -1.864 -0.109 -0.024
C 0.258 0.603 -0.052
H 2.354 1.064 0.194
H 0.915 -1.114 0.281
H -2.307 -0.455 -0.822
H -0.154 1.640 0.359
H -2.397 -0.747 0.632

Löwdin atomic charge list, values in e, 8 entries:
1 O -0.149
2 N -0.082
3 N -0.055
4 N -0.030
5 C -0.181
6 H 0.087
7 H 0.115
8 H 0.033


9.
Below is a 2-piece molecular cluster, CH5N3O2S overall in a non-equilibrium geometry, with properties calculated with ωB97M-V/def2-TZVPD.

Properties
gap between HOMO and LUMO = 10.3 eV

Cartesian coordinates (Å):
S 0.404 0.308 0.225
O 0.354 -0.355 1.505
O -2.210 0.391 -1.183
N -2.307 -0.090 1.057
N 2.039 0.848 -0.015
N 0.514 -0.840 -1.086
C -2.041 0.066 -0.106
H 2.819 0.453 0.445
H -0.155 -0.594 -1.867
H 2.056 1.856 -0.045
H 0.111 -1.663 -0.676
H -1.584 -0.380 1.747

Löwdin atomic charge list, values in e, 8 entries:
1 S 0.835
2 O -0.470
3 O 0.145
4 N 0.184
5 N -0.167
6 N -0.161
7 C -0.602
8 H 0.034


10.
Below is a 2-piece molecular cluster, CH5N3O3 overall in a non-equilibrium geometry, with properties calculated with ωB97M-V/def2-TZVPD.

Properties
gap between HOMO and LUMO = 10.4 eV

Cartesian coordinates (Å):
O -2.049 -1.191 0.304
O -2.146 0.974 0.013
O 0.467 1.191 0.331
N 2.541 -0.322 0.088
N 0.266 -0.017 -0.240
N 1.291 -0.743 -0.347
C -1.934 -0.129 -0.427
H -1.983 -0.837 1.148
H 2.538 0.591 0.478
H -0.456 1.732 0.285
H -1.850 -0.333 -1.578
H 3.315 -0.915 -0.055

Löwdin atomic charge list, values in e, 8 entries:
1 O 0.121
2 O -0.002
3 O -0.073
4 N 0.063
5 N -0.131
6 N -0.034
7 C -0.502
8 H 0.086


11.
Below is one molecule with the formula CH5N3O3S in a non-equilibrium geometry, with properties calculated with ωB97M-V/def2-TZVPD.

Properties
gap between HOMO and LUMO = 10.2 eV

Cartesian coordinates (Å):
S -0.042 -0.715 0.197
O 0.386 -2.088 -0.105
O -1.446 -0.468 -0.010
O 0.464 -0.399 -2.258
N -0.940 -0.290 2.687
N 0.866 0.132 -1.080
N 0.587 1.482 -0.982
C 0.125 -0.450 2.147
H -1.555 -0.081 1.977
H -0.474 -0.556 -2.338
H 1.112 -0.358 2.475
H 1.255 1.799 -1.647
H -0.339 1.991 -1.062

Löwdin atomic charge list, values in e, 8 entries:
1 S 0.748
2 O -0.340
3 O -0.346
4 O -0.035
5 N 0.148
6 N -0.370
7 N -0.013
8 C -0.171


12.
Below is a 2-piece molecular cluster, CH5N3S overall in a non-equilibrium geometry, with properties calculated with ωB97M-V/def2-TZVPD.

Properties
gap between HOMO and LUMO (spin up / spin down) = 10.1 / 4.6 eV

Cartesian coordinates (Å):
S -1.462 -1.247 -3.202
N -0.706 0.642 -1.492
N 1.256 0.442 0.336
N 0.699 -0.303 1.183
C -1.091 -0.531 -1.672
H -1.268 -1.155 -0.852
H 1.171 -1.188 1.139
H 1.089 1.458 0.419
H 0.283 0.120 1.963
H -0.636 1.268 -2.251

Löwdin atomic charge list, values in e, 8 entries:
1 S 0.611
2 N 0.043
3 N -0.063
4 N -0.066
5 C -0.801
6 H 0.011
7 H 0.101
8 H 0.051


Per-record energy relative to the best compared isomer or geometry (same formula, charge and spin), kJ/mol: 262.6; 0.0; 363.1; 65.3; 16.8; 409.8; 274.3; 386.3; 138.7; 120.4; 434.8; 414.5